<1>
Density functional theory data (ωB97M-V/def2-TZVPD) for a cluster of 2 separate species, CH2O2S3 in total.

Last column: natural (NBO) charge in e.
Element x y z (Å)
S (-1.60780, 0.98191, 0.41284)  0.057
S (-0.32618, -1.60045, -0.32532)  0.014
S (2.39928, 0.14430, -0.39104)  1.675
O (2.60768, -0.05978, 1.02650)  -0.809
O (1.39727, 1.13898, -0.70375)  -0.853
C (-1.60358, -0.70134, -0.07027)  -0.487
H (-0.15484, 0.94925, 0.26415)  0.188
H (-2.71183, -0.85287, -0.21310)  0.215

Summary:
Orbital gap in eV: 7.597
LUMO in Eh: -0.05428
HOMO energy in Ha: -0.333
Total charge: 0

=====

<2>
Density functional theory data (ωB97M-V/def2-TZVPD) for the molecule CH2O2S3.

Last column: natural (NBO) charge in e.
Element x y z (Å)
S (-0.76816, -1.07836, -0.41178)  -0.091
S (1.41957, 1.20466, -0.74810)  0.011
S (2.44931, -0.44923, 0.06039)  2.052
O (3.63032, -0.05863, 0.73352)  -0.861
O (2.47136, -1.65829, -0.69390)  -0.856
C (0.86228, 0.07676, 0.62264)  -0.598
H (-1.54711, -0.10214, -0.46644)  0.091
H (0.30979, 0.40296, 1.44772)  0.253

Summary:
Orbital gap in eV: 8.540
LUMO in Eh: -0.03479
HOMO energy in Ha: -0.349
Total charge: 0

=====

What should be chosen as the least stable of them? Choose <2>.

=====

<1>
Density functional theory data (ωB97M-V/def2-TZVPD) for the ion C2H3IN with charge +1.

Last column: natural (NBO) charge in e.
Element x y z (Å)
I (1.43756, 0.31181, -0.30183)  0.830
N (-0.49476, -1.36224, -0.25533)  -0.446
C (-0.86758, -2.47081, -0.26264)  0.255
C (0.43084, 1.96836, 0.24287)  -0.400
H (-1.33731, -3.36023, -0.07708)  0.251
H (0.31731, 2.12012, 1.27414)  0.226
H (0.51395, 2.79298, -0.62014)  0.284

Summary:
Orbital gap (spin up / spin down) in eV: 7.859 / 8.410
LUMO (spin up / spin down) in Eh: -0.26945 / -0.24910
HOMO energy (spin up / spin down) in Ha: -0.558 / -0.558
Total charge: +1

=====

<2>
Density functional theory data (ωB97M-V/def2-TZVPD) for the ion C2H3IN with charge +1.

Last column: natural (NBO) charge in e.
Element x y z (Å)
I (-2.76628, 0.29767, 0.03692)  0.381
N (0.08608, -0.04934, 0.12660)  -0.263
C (1.25580, 0.68014, 0.01381)  0.123
C (-0.95901, -0.66103, 0.00853)  0.028
H (1.92929, 0.59773, 0.75525)  0.238
H (1.41731, 0.83862, -0.97889)  0.230
H (-0.96318, -1.70380, 0.03777)  0.264

Summary:
Orbital gap in eV: 8.363
LUMO in Eh: -0.24217
HOMO energy in Ha: -0.550
Total charge: +1

=====

What should be chosen as the least stable of them? Choose <1>.

=====

<1>
Density functional theory data (ωB97M-V/def2-TZVPD) for a cluster of 7 separate species, C7H28O7 in total.

Last column: natural (NBO) charge in e.
Element x y z (Å)
O (0.27598, -3.54970, 3.74739)  -0.728
O (2.31501, -2.45494, -2.79869)  -0.738
O (1.73886, 4.96023, -1.12710)  -0.726
O (-0.25433, -2.15655, -1.50495)  -0.770
O (-1.34181, 0.91454, 3.04720)  -0.738
O (-1.46078, 2.41273, -0.42563)  -0.732
O (0.18643, 0.11401, 0.32327)  -0.774
C (-1.45970, 2.00333, -1.75356)  -0.254
C (2.58974, -1.04457, -2.98236)  -0.263
C (-1.12614, -3.25631, -1.13987)  -0.256
C (1.50834, 0.24445, 0.73719)  -0.253
C (-2.50594, 1.72135, 2.72490)  -0.254
C (1.22220, 3.94073, -0.29332)  -0.274
C (-0.68592, -3.32813, 2.72387)  -0.244
H (2.79633, -0.80577, -4.03141)  0.173
H (0.25260, 3.49695, -0.58374)  0.202
H (-0.89199, -4.12886, -1.72557)  0.172
H (0.15708, -2.87045, 4.45616)  0.470
H (1.90219, -0.63721, 1.28663)  0.164
H (-0.63364, 2.27740, -2.41813)  0.148
H (3.49018, -0.72930, -2.49731)  0.189
H (2.13325, 0.37326, -0.12762)  0.163
H (-1.01007, -3.50801, -0.08223)  0.170
H (-3.35685, 1.19654, 2.29576)  0.167
H (1.75158, -0.41098, -2.69546)  0.171
H (-1.67077, -3.35850, 3.14353)  0.170
H (-1.23270, 0.27493, 2.35902)  0.471
H (1.03775, 5.24798, -1.70656)  0.463
H (-0.79660, 1.82228, -0.00032)  0.494
H (-0.47442, -2.35887, 2.22920)  0.158
H (-2.20837, -3.13482, -1.36408)  0.192
H (-1.56416, 0.93266, -1.86379)  0.165
H (0.12267, -0.58593, -0.34481)  0.505
H (-2.23241, 2.57039, 2.16784)  0.180
H (-2.89298, 2.01398, 3.69411)  0.172
H (2.03299, 3.20422, -0.27624)  0.162
H (-2.29614, 2.48963, -2.18135)  0.177
H (-0.55761, -4.07077, 1.94890)  0.173
H (0.65141, -2.48535, -1.54322)  0.499
H (1.78937, -2.69567, -3.65479)  0.478
H (1.13102, 4.29385, 0.75587)  0.160
H (1.56839, 1.06522, 1.48128)  0.195

Summary:
Orbital gap in eV: 10.294
LUMO in Eh: 0.01405
HOMO energy in Ha: -0.364
Total charge: 0

=====

<2>
Density functional theory data (ωB97M-V/def2-TZVPD) for a cluster of 7 separate species, C7H28O7 in total.

Last column: natural (NBO) charge in e.
Element x y z (Å)
O (-2.94636, 0.96710, -0.54773)  -0.759
O (-0.17288, 1.43027, -0.09141)  -0.757
O (-1.00906, 1.68958, 6.07005)  -0.718
O (2.64945, -0.51554, 3.31091)  -0.732
O (4.59310, -1.78804, -1.41251)  -0.733
O (0.34826, -2.75698, -2.72377)  -0.722
O (-0.24150, 2.01838, -3.06040)  -0.740
C (-1.26177, 1.17036, 4.78583)  -0.248
C (0.58836, 0.42541, 0.56349)  -0.250
C (-0.50656, -1.63415, -2.67712)  -0.259
C (-4.13633, 0.39809, -1.10215)  -0.244
C (3.29390, -1.35331, 2.35601)  -0.248
C (3.18887, -1.48275, -1.45815)  -0.250
C (-1.59670, 2.27205, -3.37474)  -0.242
H (-1.77356, 1.84864, 4.09729)  0.157
H (0.25143, 0.32543, 1.59703)  0.170
H (-4.85362, 0.16194, -0.31592)  0.173
H (0.08933, -0.74306, -2.88892)  0.198
H (2.86495, -1.34157, -2.49019)  0.191
H (0.50868, -0.54559, 0.06923)  0.166
H (-0.21607, 1.73529, -2.13410)  0.485
H (-4.56561, 1.11642, -1.80232)  0.174
H (-3.15930, 1.77624, -0.07416)  0.479
H (-0.10805, -3.53704, -2.39849)  0.465
H (-2.19281, 1.35905, -3.31067)  0.151
H (2.67261, -2.28692, -0.94028)  0.174
H (-1.91119, 0.28345, 4.83118)  0.157
H (2.87047, -1.13383, 1.37548)  0.164
H (-1.65513, 2.60508, -4.41022)  0.177
H (-1.76542, 1.53682, 6.63758)  0.467
H (-0.98455, -1.44647, -1.70968)  0.154
H (2.70454, 0.40737, 3.05793)  0.467
H (-1.26761, -1.67766, -3.46421)  0.162
H (-1.98973, 3.06545, -2.73796)  0.158
H (-3.85432, -0.51084, -1.62243)  0.189
H (-1.06570, 1.06673, -0.20627)  0.492
H (3.13079, -2.38274, 2.66045)  0.183
H (3.04997, -0.47595, -1.04009)  0.158
H (1.63491, 0.71955, 0.54706)  0.177
H (4.75836, -2.38535, -0.68477)  0.462
H (4.37172, -1.17052, 2.36199)  0.166
H (-0.33587, 0.78960, 4.35717)  0.185

Summary:
Orbital gap in eV: 10.306
LUMO in Eh: 0.01166
HOMO energy in Ha: -0.367
Total charge: 0

=====

What should be chosen as the least stable of them? Choose <1>.

=====

<1>
Density functional theory data (ωB97M-V/def2-TZVPD) for a structure of composition C39H47Cl3MoN7OS2.

Last column: Löwdin spin population.
Element x y z (Å)
Mo (-1.12786, -2.27971, -0.81264)  0.877
Cl (3.06165, 5.79307, 0.83360)  0.187
Cl (-3.25024, 3.67982, 0.29415)  0.000
Cl (-5.39855, 3.23474, 5.15210)  0.000
S (1.39653, -4.13326, 2.57864)  0.006
S (1.89080, 7.10363, -1.62036)  0.000
O (0.45672, 4.94113, 2.23240)  0.005
N (-0.86820, -4.58027, -1.03651)  0.004
N (-3.09254, -1.04654, -0.72852)  0.005
N (0.69354, -2.38021, 0.70638)  0.008
N (-2.12175, -2.71806, -2.82210)  0.007
N (-0.44578, -0.06327, -0.99893)  0.004
N (-0.21688, 1.79151, 0.23342)  0.001
N (0.56278, -2.29875, -2.34754)  0.005
C (-4.02956, 3.65776, 4.20601)  0.000
C (0.31984, 7.74283, -1.59697)  0.263
C (-1.32582, -2.12200, -3.97389)  0.002
C (5.18284, 0.83088, 0.22954)  0.000
C (-1.22529, -5.10871, -2.37061)  0.000
C (-1.17828, -3.10428, 2.03263)  0.015
C (5.30862, -0.55477, -0.44043)  0.000
C (-3.82947, -3.45168, 2.51171)  -0.005
C (-3.37309, -3.16130, 1.22355)  0.017
C (-2.04232, -2.94370, 0.93524)  -0.001
C (4.00422, -3.17951, 2.06508)  0.000
C (0.49260, 6.69365, 0.50999)  0.161
C (2.11526, -2.29627, 0.77700)  0.000
C (-1.62922, 3.85894, 3.97359)  0.000
C (0.36042, 2.66176, 1.32513)  0.000
C (-0.45436, 3.90840, 1.66465)  0.002
C (0.10620, -2.54362, -3.75625)  0.003
C (4.32865, -1.57277, 0.25038)  0.000
C (2.97647, -1.51666, -0.00291)  0.000
C (-0.31440, 7.38576, -0.46573)  0.053
C (-2.97270, 3.71268, 2.01232)  0.000
C (-1.69701, 3.75956, 2.57234)  0.000
C (0.23092, -3.10193, 1.71526)  0.007
C (1.77478, 6.43292, -0.01321)  0.294
C (-1.60059, -3.40368, 3.35334)  -0.001
C (-2.75340, 3.80064, 4.80598)  0.000
C (-3.49727, -2.12082, -2.89852)  0.006
C (6.78873, -1.02327, -0.37982)  0.000
C (2.62767, -3.11543, 1.82465)  0.001
C (4.85414, -0.46660, -1.88227)  0.000
C (-0.25275, 0.41385, 0.23653)  0.005
C (4.80771, -2.40075, 1.28228)  0.001
C (-3.67618, -0.84900, -2.06517)  0.001
C (-4.12832, 3.70391, 2.80673)  0.000
C (-0.56555, 2.19197, -1.09400)  0.003
C (-2.21474, -4.16756, -3.12883)  0.001
C (-2.93788, -3.62733, 3.59004)  0.018
C (-0.66714, 1.01272, -1.83103)  0.000
C (-0.00181, 6.23913, 1.88549)  0.015
H (-3.73271, -1.55063, -0.13669)  0.001
H (-0.05103, -0.24357, 1.06820)  0.001
H (-0.75787, 4.34296, 0.67679)  0.001
H (-0.31950, -5.20968, -2.94525)  0.000
H (-0.61495, 3.22183, -1.45177)  0.000
H (1.30225, -2.95047, -2.12430)  0.000
H (4.00585, 0.16744, -2.08167)  0.000
H (-0.88400, 0.79931, -2.91025)  0.000
H (-3.24601, -4.52437, -3.01831)  0.000
H (-1.72472, -6.08810, -2.32948)  0.000
H (-1.76616, -2.49331, -4.95466)  0.000
H (1.00295, -1.38669, -2.34226)  0.002
H (-1.09091, 6.32109, 2.07226)  0.001
H (0.23207, -3.59377, -4.01349)  0.000
H (2.55112, -0.79503, -0.68929)  0.000
H (0.38239, 2.05039, 2.20470)  0.000
H (-4.31226, -2.80491, -2.68476)  0.000
H (-1.36425, -1.00272, -3.97103)  0.000
H (-4.91226, -3.60733, 2.56677)  -0.001
H (6.89879, -2.00217, -0.76754)  0.000
H (-3.65767, -1.78922, -3.95008)  0.001
H (4.65385, -1.46710, -2.31614)  0.000
H (-0.67135, 4.03214, 4.41937)  0.000
H (4.17033, 1.15883, 0.20656)  0.000
H (-5.07665, 3.59192, 2.28629)  0.000
H (-0.85518, -3.43353, 4.14996)  0.000
H (-1.39002, 7.56979, -0.23476)  -0.001
H (-3.03960, -0.12120, -0.28170)  0.003
H (5.50075, 0.81851, 1.24541)  0.000
H (5.84707, 1.50041, -0.33599)  0.000
H (-1.42463, -5.12118, -0.34563)  0.003
H (-3.33540, -3.83381, 4.58152)  0.001
H (1.40440, 2.99042, 1.04375)  0.000
H (-4.74395, -0.58255, -1.99505)  0.000
H (-1.98860, -4.31776, -4.22489)  0.000
H (-4.10495, -3.26694, 0.40302)  0.001
H (5.65136, -0.09243, -2.47475)  0.000
H (0.08369, -4.80585, -0.84730)  0.000
H (-2.69518, 3.68758, 5.89512)  0.000
H (-3.26408, 0.03420, -2.60151)  0.000
H (0.76610, -1.95337, -4.41133)  0.000
H (7.09636, -0.98334, 0.68163)  0.000
H (7.40857, -0.33360, -0.98882)  0.000
H (-0.16488, 8.28195, -2.39273)  0.011
H (5.91892, -2.56697, 1.37869)  0.000
H (4.43463, -3.81680, 2.81787)  0.000
H (0.42520, 6.95005, 2.56963)  0.008

Summary:
Orbital gap (spin up / spin down) in eV: 6.607 / 2.796
Multiplicity: 3
LUMO (spin up / spin down) in Eh: -0.28382 / -0.41375
HOMO energy (spin up / spin down) in Ha: -0.527 / -0.517
Total charge: +3

=====

<2>
Density functional theory data (ωB97M-V/def2-TZVPD) for a structure of composition C39H47Cl3MoN7OS2.

Last column: Löwdin spin population.
Element x y z (Å)
Mo (13.97115, 16.26557, 11.89680)  0.866
Cl (13.44289, 10.85056, 16.34858)  0.163
Cl (13.10588, 9.79505, 5.23939)  0.000
Cl (9.18781, 10.13685, 8.65858)  0.000
S (12.45853, 16.24549, 16.23848)  0.017
S (12.81586, 7.86442, 16.06348)  0.009
O (12.49740, 10.44720, 11.77537)  0.002
N (15.17308, 14.63104, 10.89726)  0.008
N (12.62564, 16.11370, 13.64047)  0.000
N (11.12339, 13.08866, 10.75430)  0.001
N (14.81902, 18.03423, 13.17304)  -0.001
N (15.47705, 17.32029, 10.49082)  0.002
N (12.38262, 14.92235, 10.87684)  0.010
N (12.68795, 17.96470, 10.95548)  0.012
C (10.44353, 11.82139, 11.09757)  0.001
C (11.30609, 16.56875, 13.90106)  0.001
C (15.37740, 19.10568, 12.36915)  0.000
C (11.89701, 7.37138, 14.72342)  0.278
C (13.47626, 18.65980, 9.91726)  0.001
C (16.54544, 14.92909, 13.41515)  0.011
C (7.68902, 17.38512, 12.53238)  0.000
C (12.83289, 9.54136, 15.43711)  0.314
C (14.52619, 15.12459, 14.63332)  0.015
C (11.32171, 10.01685, 7.14833)  0.000
C (14.54712, 17.80825, 9.33840)  0.001
C (10.22169, 16.77452, 12.99826)  -0.001
C (16.38020, 13.81663, 15.49445)  0.017
C (10.89740, 10.21389, 8.46342)  0.000
C (8.94210, 17.07268, 13.46124)  0.001
C (11.79686, 8.31448, 13.74753)  0.105
C (13.60863, 9.61549, 7.94379)  0.000
C (17.13147, 14.08961, 14.32430)  -0.004
C (9.75044, 16.97076, 15.75086)  0.001
C (16.54755, 16.41556, 9.96439)  0.004
C (15.10926, 14.33434, 15.63812)  -0.001
C (8.72382, 17.23906, 14.84601)  -0.001
C (11.82315, 10.25529, 9.51993)  0.000
C (13.14466, 9.77711, 9.24123)  0.000
C (8.04456, 17.15643, 10.98263)  0.000
C (11.85949, 13.92728, 11.59125)  0.009
C (6.44639, 16.55811, 12.85753)  0.000
C (15.18285, 15.30911, 13.44027)  -0.008
C (12.37186, 9.59986, 14.11159)  0.104
C (16.05664, 18.59646, 11.06385)  0.000
C (16.03990, 14.99742, 9.73878)  0.003
C (13.23878, 15.72398, 14.78812)  0.022
C (7.42260, 18.85206, 12.57019)  0.000
C (12.67801, 9.71952, 6.89586)  0.000
C (12.32918, 10.78946, 13.21633)  0.006
C (11.12310, 13.64131, 9.49786)  0.003
C (11.96023, 14.73396, 9.54647)  0.000
C (11.01853, 16.63744, 15.28311)  0.000
C (11.32344, 10.55117, 10.98218)  0.000
H (16.83593, 16.82664, 8.97019)  0.000
H (10.73302, 13.07996, 8.61227)  0.000
H (10.56737, 9.74979, 11.15470)  0.000
H (12.77756, 18.91859, 9.09112)  0.000
H (16.92235, 14.36136, 9.55992)  0.000
H (10.03131, 11.84236, 12.10150)  0.000
H (18.07446, 13.56551, 14.19012)  -0.001
H (17.13517, 18.50273, 11.18302)  0.000
H (9.57889, 11.68577, 10.47469)  0.000
H (14.61288, 14.21926, 16.61097)  0.000
H (13.88041, 9.63381, 10.08716)  0.000
H (7.19961, 17.55832, 10.38951)  0.000
H (15.74446, 14.21341, 11.61782)  0.002
H (8.18033, 16.14028, 10.71351)  0.000
H (12.36770, 15.37086, 8.77244)  0.000
H (9.63925, 17.17166, 16.81150)  0.000
H (11.35157, 11.26286, 13.33224)  0.004
H (6.64084, 19.08897, 11.79219)  0.000
H (17.49611, 16.43078, 10.54654)  0.000
H (8.30209, 19.47726, 12.25877)  0.000
H (14.13373, 16.84087, 8.96026)  0.001
H (15.96634, 19.39001, 10.31607)  0.000
H (5.61411, 16.91761, 12.22246)  0.000
H (14.64078, 9.30980, 7.77581)  0.000
H (14.47152, 13.96433, 10.56730)  0.002
H (16.10098, 19.73238, 12.86622)  0.000
H (6.28476, 16.65779, 13.94254)  0.000
H (10.62806, 10.18940, 6.33892)  0.000
H (15.04410, 18.31539, 8.53330)  0.000
H (7.74426, 17.39991, 15.19365)  0.000
H (11.99236, 13.80735, 12.65275)  0.001
H (14.15745, 18.46836, 13.79952)  0.000
H (16.89856, 13.19909, 16.20152)  0.001
H (6.58198, 15.47415, 12.65505)  0.000
H (17.15696, 15.36654, 12.64159)  0.001
H (13.86422, 19.63955, 10.19983)  0.000
H (11.45247, 6.38399, 14.78485)  0.009
H (15.40110, 15.07122, 8.86038)  0.000
H (7.09370, 19.18224, 13.56343)  0.000
H (10.33930, 16.54229, 11.88983)  0.000
H (14.47314, 19.69483, 12.11606)  0.000
H (15.51520, 17.70239, 13.83020)  0.001
H (12.03000, 17.36592, 10.41188)  0.003
H (11.39535, 8.13520, 12.76894)  0.002
H (12.09293, 18.49176, 11.58687)  0.000
H (13.16990, 11.45836, 13.52356)  0.002
H (8.91017, 17.69835, 10.67517)  0.000

Summary:
Orbital gap (spin up / spin down) in eV: 6.541 / 2.775
Multiplicity: 3
LUMO (spin up / spin down) in Eh: -0.29451 / -0.42026
HOMO energy (spin up / spin down) in Ha: -0.535 / -0.522
Total charge: +3

=====

What should be chosen as the least stable of them? Choose <2>.